No. 1
{"formula": "C15H35FN3O4", "method": "wB97M-V/def2-TZVPD", "homo_lumo_gap_ev": 8.72, "total_charge": 1, "e_homo_ev": -11.2279, "e_lumo_ha": -0.0920, "spin_multiplicity": 1, "total_energy_ha": -1157.2608, "species": ["C", "C", "N", "C", "C", "C", "O", "O", "O", "C", "C", "C", "N", "C", "C", "C", "F", "H", "H", "H", "H", "H", "H", "H", "H", "H", "H", "H", "H", "H", "H", "H", "H", "H", "H", "H", "H", "H", "H", "H", "H", "C", "C", "C", "O", "C", "N", "H", "H", "H", "H", "H", "H", "H", "H", "H", "H", "H"], "coordinates": [[-0.473, 3.162, 1.293], [0.015, 1.728, 1.549], [-1.003, 0.671, 1.443], [-1.733, 0.549, 0.206], [-0.870, 0.673, -1.068], [-1.661, 1.112, -2.299], [-2.449, 2.228, -1.913], [-2.813, 2.942, -3.095], [-0.245, -0.537, -1.446], [0.029, -1.423, -0.365], [0.868, -2.565, -0.897], [-1.305, -1.951, 0.141], [-2.350, -0.840, 0.269], [-3.565, -1.006, -0.615], [-4.730, -1.500, 0.212], [-5.974, -1.742, -0.602], [-4.294, -2.694, 0.802], [-0.279, 3.806, 2.149], [-1.548, 3.195, 1.101], [0.017, 3.613, 0.429], [0.833, 1.464, 0.879], [0.435, 1.631, 2.549], [-1.673, 0.790, 2.199], [-2.571, 1.246, 0.102], [-0.122, 1.441, -0.852], [-0.975, 1.374, -3.103], [-2.298, 0.297, -2.657], [-2.304, 3.757, -2.989], [0.558, -0.885, 0.426], [0.474, -2.892, -1.860], [1.903, -2.255, -1.031], [0.852, -3.413, -0.209], [-1.208, -2.431, 1.112], [-1.712, -2.669, -0.567], [-2.689, -0.923, 1.228], [-3.315, -1.734, -1.384], [-3.799, -0.053, -1.085], [-4.927, -0.815, 1.045], [-5.798, -2.536, -1.329], [-6.265, -0.836, -1.134], [-6.796, -2.038, 0.047], [5.783, -0.761, 0.356], [5.089, -0.138, 1.561], [3.565, -0.053, 1.430], [3.093, 0.935, 0.525], [3.065, 0.554, -0.836], [5.715, 1.144, 1.864], [5.834, -0.057, -0.476], [6.806, -1.023, 0.617], [5.269, -1.662, 0.016], [5.265, -0.791, 2.423], [3.150, 0.227, 2.401], [3.151, -1.034, 1.151], [2.799, -0.504, -0.947], [4.019, 0.724, -1.339], [2.307, 1.162, -1.333], [5.390, 1.509, 2.752], [5.460, 1.827, 1.158]], "nbo_charge": [-0.66, -0.23, -0.65, 0.11, 0.05, -0.09, -0.31, -0.42, -0.52, 0.06, -0.62, -0.21, -0.37, -0.25, 0.19, -0.65, -0.37, 0.24, 0.21, 0.22, 0.22, 0.22, 0.37, 0.22, 0.21, 0.22, 0.17, 0.47, 0.21, 0.23, 0.23, 0.23, 0.24, 0.22, 0.44, 0.24, 0.24, 0.17, 0.23, 0.23, 0.25, -0.61, -0.08, -0.07, -0.56, -0.24, -0.82, 0.20, 0.23, 0.20, 0.19, 0.18, 0.15, 0.16, 0.18, 0.18, 0.36, 0.36]}



No. 2
{"formula": "C29H15CoF5N16SSe", "method": "wB97M-V/def2-TZVPD", "homo_lumo_gap_ev": [5.09, 5.47], "de_lowest_kcal_mol": 0.0, "s2": 3.7972, "e_homo_ev": [-5.0393, -7.9018], "e_lumo_ha": [0.0019, -0.0892], "spin_multiplicity": 4, "total_energy_ha": -6671.8815, "species": ["Co", "S", "N", "C", "C", "C", "C", "C", "N", "C", "C", "N", "C", "C", "C", "C", "C", "N", "H", "H", "H", "H", "H", "H", "N", "C", "C", "N", "C", "C", "N", "C", "C", "N", "H", "H", "H", "H", "H", "H", "N", "N", "N", "C", "N", "N", "H", "H", "H", "F", "C", "C", "F", "C", "F", "C", "Se", "C", "F", "C", "F", "N", "C", "C", "C", "N", "C", "N"], "coordinates": [[-1.016, -0.076, 0.524], [2.910, 2.859, 6.216], [3.381, 1.733, 5.150], [2.387, 1.577, 4.302], [2.368, 0.662, 3.171], [3.432, -0.135, 2.820], [3.324, -0.979, 1.711], [2.130, -0.980, 1.003], [1.076, -0.234, 1.305], [1.167, 0.610, 2.393], [0.050, 1.411, 2.697], [-1.084, 1.277, 1.909], [-2.122, 2.091, 2.123], [-2.156, 3.042, 3.117], [-1.039, 3.161, 3.972], [0.056, 2.364, 3.766], [1.257, 2.415, 4.590], [1.429, 3.182, 5.644], [4.339, -0.088, 3.411], [4.140, -1.617, 1.401], [2.029, -1.629, 0.138], [-2.966, 1.964, 1.455], [-3.026, 3.675, 3.226], [-1.022, 3.877, 4.784], [-1.987, -1.978, -2.907], [-0.669, -2.360, -2.986], [-0.107, -1.976, -1.810], [-1.050, -1.360, -1.030], [-2.174, -1.380, -1.716], [-3.395, -0.813, -1.169], [-3.378, -0.198, -0.012], [-4.674, 0.188, 0.230], [-5.471, -0.195, -0.808], [-4.643, -0.843, -1.688], [-2.654, -2.017, -3.659], [-0.250, -2.844, -3.851], [0.910, -2.102, -1.489], [-4.953, 0.719, 1.127], [-6.523, -0.064, -0.995], [-4.903, -1.150, -2.609], [-1.704, -4.730, 2.724], [-1.662, -3.352, 2.647], [-1.740, -2.591, 3.711], [-1.562, -1.391, 3.178], [-1.400, -1.468, 1.852], [-1.458, -2.744, 1.527], [-1.979, -4.983, 3.661], [-2.324, -5.097, 2.017], [-1.557, -0.479, 3.754], [6.686, -0.599, -5.903], [5.661, -0.341, -5.116], [5.823, 0.499, -4.028], [7.014, 1.035, -3.786], [4.747, 0.769, -3.211], [4.944, 1.569, -2.180], [3.480, 0.221, -3.453], [2.006, 0.650, -2.383], [3.365, -0.641, -4.550], [2.207, -1.227, -4.823], [4.430, -0.918, -5.376], [4.291, -1.736, -6.415], [-0.855, 1.240, -0.803], [-1.331, 1.835, -1.667], [-2.025, 2.332, -2.765], [-2.680, 1.339, -3.544], [-3.206, 0.470, -4.102], [-2.109, 3.715, -3.083], [-2.185, 4.837, -3.342]], "nbo_charge": [1.05, 0.87, -0.60, 0.13, -0.13, -0.13, -0.33, 0.08, -0.56, 0.18, 0.06, -0.53, 0.07, -0.33, -0.17, -0.03, 0.12, -0.60, 0.23, 0.22, 0.17, 0.20, 0.22, 0.23, -0.50, -0.07, -0.06, -0.49, 0.38, 0.28, -0.48, -0.09, -0.07, -0.49, 0.44, 0.24, 0.22, 0.22, 0.23, 0.44, -0.60, 0.18, -0.26, 0.15, -0.29, -0.03, 0.39, 0.39, 0.25, -0.27, 0.31, 0.25, -0.28, 0.37, -0.28, -0.42, 0.27, 0.34, -0.29, 0.29, -0.29, -0.49, 0.47, -0.60, 0.37, -0.49, 0.30, -0.35]}



No. 3
{"formula": "C6H16BClO3", "method": "wB97M-V/def2-TZVPD", "homo_lumo_gap_ev": 10.14, "de_lowest_kcal_mol": 0.0, "smiles": "COCB(O)Cl.CCOCC", "e_homo_ev": -9.5531, "e_lumo_ha": 0.0217, "spin_multiplicity": 1, "total_energy_ha": -949.0166, "species": ["C", "O", "C", "B", "O", "Cl", "H", "H", "H", "H", "H", "H", "C", "C", "O", "C", "C", "H", "H", "H", "H", "H", "H", "H", "H", "H", "H"], "coordinates": [[2.770, 1.348, 2.276], [1.494, 1.451, 2.872], [0.618, 2.432, 2.325], [-0.774, 1.759, 1.967], [-1.299, 1.724, 0.721], [-1.714, 1.045, 3.279], [3.018, 0.294, 2.168], [3.524, 1.814, 2.911], [2.798, 1.802, 1.285], [1.056, 2.923, 1.453], [0.433, 3.209, 3.074], [-0.599, 1.819, 0.067], [-0.123, -3.114, -1.109], [-0.217, -1.736, -0.478], [0.200, -0.681, -1.330], [-0.524, -0.530, -2.540], [-2.006, -0.273, -2.338], [0.896, -3.313, -1.444], [-0.404, -3.874, -0.379], [-0.788, -3.220, -1.967], [0.450, -1.681, 0.383], [-1.230, -1.551, -0.104], [-0.363, -1.385, -3.206], [-0.066, 0.334, -3.023], [-2.518, -1.117, -1.876], [-2.489, -0.073, -3.295], [-2.143, 0.596, -1.692]], "nbo_charge": [-0.24, -0.54, -0.41, 0.84, -0.86, -0.19, 0.18, 0.17, 0.16, 0.18, 0.20, 0.50, -0.64, -0.07, -0.55, -0.06, -0.65, 0.21, 0.22, 0.20, 0.19, 0.17, 0.16, 0.18, 0.21, 0.22, 0.22]}



No. 4
{"formula": "C5H13O3P", "method": "wB97M-V/def2-TZVPD", "homo_lumo_gap_ev": 11.11, "de_lowest_kcal_mol": 1.6, "smiles": "CO[P@](=O)(O)CC(C)C", "e_homo_ev": -10.3816, "e_lumo_ha": 0.0268, "spin_multiplicity": 1, "total_energy_ha": -765.4054, "species": ["C", "O", "P", "O", "O", "C", "C", "C", "C", "H", "H", "H", "H", "H", "H", "H", "H", "H", "H", "H", "H", "H"], "coordinates": [[2.268, 1.563, 1.151], [2.039, 0.169, 1.158], [1.869, -0.744, -0.101], [1.769, -2.181, 0.350], [3.228, -0.488, -1.074], [0.169, -0.292, -0.866], [-0.872, 0.184, 0.199], [-2.296, -0.044, -0.486], [-0.834, -0.656, 1.524], [1.366, 2.124, 0.774], [3.111, 1.955, 0.499], [2.372, 1.723, 2.274], [3.223, -1.408, -1.202], [-0.102, -1.361, -1.199], [0.195, 0.477, -1.701], [-0.830, 1.265, 0.634], [-2.280, -0.946, -1.123], [-2.397, 0.770, -1.160], [-3.230, 0.033, 0.131], [-1.541, -0.266, 2.274], [-1.143, -1.626, 1.417], [0.145, -0.730, 1.838]], "nbo_charge": [-0.27, -0.82, 2.28, -1.09, -0.93, -0.78, -0.21, -0.61, -0.61, 0.18, 0.20, 0.21, 0.49, 0.26, 0.25, 0.21, 0.21, 0.20, 0.22, 0.20, 0.21, 0.22]}



No. 5
{"formula": "C6H7IO2", "method": "wB97M-V/def2-TZVPD", "homo_lumo_gap_ev": 8.88, "de_lowest_kcal_mol": 42.4, "e_homo_ev": -8.6617, "e_lumo_ha": 0.0082, "spin_multiplicity": 1, "total_energy_ha": -680.9008, "species": ["C", "C", "C", "C", "C", "C", "O", "O", "I", "H", "H", "H", "H", "H", "H", "H"], "coordinates": [[2.230, -0.948, 0.992], [1.042, -1.351, 0.344], [2.264, 0.394, 0.971], [0.438, -0.220, -0.013], [-2.008, 0.940, 0.252], [-1.225, 0.289, -0.917], [1.143, 0.900, 0.390], [-1.832, -0.863, -1.347], [-0.529, 1.420, -2.650], [3.000, -1.574, 1.381], [0.740, -2.349, 0.092], [3.033, 1.113, 1.171], [-2.621, 0.215, 0.639], [-2.730, 1.716, -0.238], [-1.524, 1.420, 1.080], [-1.421, -1.103, -2.147]], "nbo_charge": [-0.31, -0.36, 0.08, 0.26, -0.67, 0.22, -0.45, -0.71, 0.09, 0.23, 0.24, 0.20, 0.23, 0.21, 0.24, 0.48]}



No. 6
{"formula": "C23H46BCl2FN3O6S", "method": "wB97M-V/def2-TZVPD", "homo_lumo_gap_ev": 9.03, "de_lowest_kcal_mol": 34.1, "total_charge": 1, "e_homo_ev": -12.4224, "e_lumo_ha": -0.1247, "spin_multiplicity": 1, "total_energy_ha": -2962.7677, "species": ["C", "C", "C", "C", "C", "C", "C", "N", "C", "N", "C", "C", "C", "C", "O", "C", "C", "O", "S", "O", "O", "F", "N", "C", "B", "O", "O", "C", "C", "C", "C", "C", "C", "H", "H", "H", "H", "H", "H", "H", "H", "H", "H", "H", "H", "H", "H", "H", "H", "H", "H", "H", "H", "H", "H", "H", "H", "H", "H", "H", "H", "H", "H", "H", "H", "H", "H", "H", "H", "H", "H", "H", "H", "H", "H", "Cl", "C", "C", "Cl", "H", "H", "H", "H"], "coordinates": [[-2.983, 5.034, -1.245], [-2.327, 4.339, -0.006], [-1.582, 3.089, -0.552], [-1.003, 2.173, 0.588], [-1.893, 0.890, 0.789], [-1.220, -0.421, 0.289], [-2.339, -1.523, 0.238], [-0.865, -0.132, -1.166], [-0.446, -1.237, -1.808], [-0.587, -1.467, -3.105], [-0.096, -2.678, -3.815], [1.263, -2.450, -4.548], [2.211, -1.434, -3.840], [3.717, -1.850, -3.871], [4.043, -2.289, -2.531], [5.404, -2.329, -2.295], [5.896, -3.635, -1.652], [6.122, -1.433, -2.525], [-1.378, -0.292, -4.068], [-2.753, -0.330, -3.752], [-0.776, 0.968, -3.900], [-1.214, -0.722, -5.564], [0.269, -2.233, -1.095], [1.007, -1.481, -0.056], [2.189, -2.419, 0.475], [1.956, -3.805, 0.468], [3.431, -1.974, 0.908], [0.108, -0.806, 1.011], [-0.002, -1.507, 2.398], [1.164, -0.938, 3.301], [-1.287, -1.176, 3.237], [-1.190, -1.760, 4.697], [-0.890, -3.280, 4.739], [-3.091, 6.119, -1.115], [-3.931, 4.531, -1.498], [-2.317, 4.878, -2.117], [-1.544, 5.024, 0.364], [-3.055, 4.109, 0.786], [-2.174, 2.516, -1.289], [-0.707, 3.480, -1.106], [-0.984, 2.702, 1.556], [0.029, 1.931, 0.286], [-2.323, 0.810, 1.792], [-2.762, 1.045, 0.110], [-3.134, -1.212, 0.938], [-2.841, -1.608, -0.742], [-1.989, -2.499, 0.617], [-1.719, 0.263, -1.567], [-0.844, -2.877, -4.604], [-0.082, -3.576, -3.189], [1.746, -3.412, -4.787], [1.005, -2.009, -5.529], [2.148, -0.477, -4.388], [1.977, -1.246, -2.783], [3.911, -2.695, -4.552], [4.304, -0.964, -4.159], [5.663, -4.428, -2.386], [5.310, -3.859, -0.740], [6.956, -3.586, -1.390], [-0.368, -2.926, -0.700], [1.503, -0.656, -0.608], [1.774, -4.116, 1.370], [4.011, -1.989, 0.125], [0.621, 0.152, 1.222], [0.037, -2.615, 2.356], [1.477, -1.761, 3.968], [0.841, -0.062, 3.878], [2.059, -0.675, 2.711], [-2.220, -1.591, 2.832], [-1.293, -0.082, 3.377], [-0.547, -1.153, 5.350], [-2.216, -1.636, 5.102], [0.198, -3.422, 4.581], [-1.467, -3.875, 4.018], [-1.062, -3.620, 5.776], [-3.208, 7.718, 1.393], [-2.258, 7.757, 2.901], [-1.746, 6.391, 3.289], [-3.058, 5.295, 3.796], [-2.884, 8.188, 3.680], [-1.417, 8.428, 2.728], [-1.065, 6.481, 4.134], [-1.213, 5.918, 2.468]], "lowdin_charge": [-0.11, -0.26, -0.22, -0.16, -0.12, -0.36, 0.00, 0.18, -0.32, -0.06, -0.12, -0.14, -0.13, -0.14, -0.06, -0.54, 0.04, 0.16, 0.65, -0.20, -0.18, -0.08, 0.13, -0.14, -0.57, 0.14, 0.16, -0.16, -0.28, -0.04, -0.18, -0.24, -0.10, 0.04, 0.08, 0.07, 0.09, 0.10, 0.10, 0.11, 0.11, 0.10, 0.11, 0.12, 0.09, 0.10, 0.09, 0.13, 0.13, 0.13, 0.13, 0.11, 0.12, 0.09, 0.13, 0.13, 0.10, 0.09, 0.09, 0.15, 0.16, 0.12, 0.10, 0.14, 0.13, 0.08, 0.09, 0.08, 0.10, 0.11, 0.10, 0.11, 0.06, 0.08, 0.08, 0.57, -0.65, -0.66, 0.54, 0.07, 0.07, 0.07, 0.05]}